Formula: C28H20CaF6N4O4P2S2Se2
Source: the Open Molecules 2025 dataset
Level of theory: ωB97M-V/def2-TZVPD

ORCA input file:
```
! wB97M-V def2-TZVPD RIJCOSX def2/J DEFGRID3
* xyz 0 1
Se 1.779 -0.833 2.070
Se -1.973 2.779 -3.946
Ca 2.716 1.885 1.853
S 3.709 3.598 4.299
S 5.397 3.290 2.091
P 0.187 -0.704 0.596
P -1.581 1.173 -2.660
F 2.878 3.036 6.686
F 7.573 3.635 3.463
F 3.318 1.293 5.477
F 7.877 3.347 1.337
F 7.378 1.659 2.601
F 4.935 2.470 6.313
O 4.111 4.895 4.712
O 2.375 3.412 3.723
O 5.258 4.689 1.854
O 5.007 2.365 1.031
N 1.115 1.706 0.247
N 1.098 2.837 -0.437
N 4.708 2.740 3.405
N 0.248 2.743 -1.427
C 1.593 -2.580 -0.865
C -3.486 -0.627 -1.581
C 0.323 -0.690 -3.523
C -1.778 -1.993 2.046
C -1.471 -1.989 -5.199
C 0.325 -2.143 -0.487
C -4.964 1.418 -0.433
C -3.332 0.287 2.366
C -4.646 -0.922 -0.873
C -0.666 -3.917 -1.776
C -1.011 -0.301 -3.542
C 7.181 2.955 2.395
C -1.904 -0.946 -4.398
C -3.717 -0.905 2.957
C -3.059 0.689 -1.713
C -0.316 1.516 -1.397
C 0.597 -4.348 -2.152
C 0.254 0.834 -0.314
C -5.384 0.100 -0.299
C -3.811 1.714 -1.140
C -2.175 0.345 1.601
C 3.717 2.524 5.797
C 1.725 -3.682 -1.693
C -2.941 -2.047 2.794
C -0.137 -2.377 -5.174
C 0.758 -1.723 -4.343
C -1.399 -0.796 1.439
C -0.803 -2.820 -0.938
H -4.973 -1.950 -0.784
H 0.702 -5.208 -2.800
H 2.473 -2.073 -0.491
H 2.713 -4.020 -1.977
H -4.620 -0.947 3.552
H -6.291 -0.126 0.247
H -5.547 2.221 0.001
H -1.548 -4.437 -2.126
H -1.163 -2.880 1.947
H -3.233 -2.978 3.261
H 0.205 -3.182 -5.812
H -1.884 1.279 1.138
H -3.930 1.180 2.489
H -2.171 -2.484 -5.859
H 1.035 -0.177 -2.889
H -2.933 -0.612 -4.456
H -3.501 2.743 -1.280
H -1.788 -2.505 -0.621
H 1.802 -2.009 -4.329
H -2.932 -1.424 -2.056
*
```

Properties
Molecular weight (g/mol): 914.56
Energy above the lowest of the compared OMol25 structures with the same formula, charge and spin (kcal per mole): 0.0
Frontier orbital gap (eV): 7.6
Total energy (Ha): -9157.88210
LUMO (eV): -0.287

***

Formula: C28H20Cl4MgN4O5S
Source: the Open Molecules 2025 dataset
Level of theory: ωB97M-V/def2-TZVPD

ORCA input file:
```
! wB97M-V def2-TZVPD RIJCOSX def2/J DEFGRID3
* xyz -2 1
Cl 3.170 6.062 -5.170
Cl 5.749 2.495 -1.968
Cl 5.799 5.109 -3.740
Cl 0.514 4.386 -4.821
S 1.636 -1.876 -2.931
Mg 1.177 0.464 -1.852
O -2.342 0.958 -0.359
O -1.191 -2.406 -0.544
O -0.797 -0.132 -1.573
O 0.867 1.991 -3.107
O 3.078 1.200 -1.891
N 0.830 1.520 0.090
N 2.639 -2.013 -0.369
N 1.967 -0.849 -0.173
N 3.162 -3.699 -1.772
C 4.304 3.032 -2.783
C -3.456 -1.835 -0.059
C 1.932 2.707 -3.279
C -1.702 -0.038 -0.701
C 2.938 -0.903 2.061
C -5.047 -3.655 -0.155
C -1.614 -1.231 1.511
C 1.986 3.869 -4.044
C 4.323 4.199 -3.570
C -2.270 -0.314 2.330
C 0.317 2.634 2.551
C 1.316 0.938 1.194
C 2.505 -2.496 -1.588
C -1.988 -1.403 0.030
C 3.150 2.265 -2.611
C 1.071 1.475 2.453
C -0.926 -0.983 4.214
C 2.079 -0.314 0.986
C 0.104 2.623 0.185
C -0.172 3.230 1.403
C -1.928 -0.190 3.668
C -6.104 -2.756 -0.135
C -4.521 -0.937 -0.042
C -5.832 -1.397 -0.083
C -0.601 -2.012 2.058
C -0.265 -1.892 3.402
C 3.171 4.617 -4.197
C -3.737 -3.198 -0.122
H -0.774 4.128 1.437
H -0.659 -0.887 5.260
H -5.240 -4.721 -0.204
H 3.086 -0.216 2.893
H -7.128 -3.111 -0.168
H 3.906 -1.161 1.631
H 3.896 -3.863 -1.100
H -0.271 3.015 -0.753
H -2.911 -3.895 -0.158
H 1.428 0.980 3.344
H -0.073 -2.701 1.412
H 0.103 3.058 3.525
H -0.643 -1.939 -1.210
H -3.032 0.322 1.903
H 3.387 -3.896 -2.732
H 0.526 -2.509 3.811
H 2.503 -1.832 2.435
H -2.441 0.539 4.285
H -6.646 -0.680 -0.082
H -4.306 0.122 -0.026
*
```

Properties
Molecular weight (g/mol): 690.68
Energy above the lowest of the compared OMol25 structures with the same formula, charge and spin (kcal per mole): 0.0
Frontier orbital gap (eV): 5.7
Total energy (Ha): -4113.59886
LUMO (eV): 4.373

***

Formula: C28H20HfN5O4
Source: the Open Molecules 2025 dataset
Level of theory: ωB97M-V/def2-TZVPD

ORCA input file:
```
! wB97M-V def2-TZVPD RIJCOSX def2/J DEFGRID3
* xyz 1 1
Hf 0.103 0.722 0.731
O -1.863 1.500 0.134
O 2.474 -0.609 -2.439
O -0.991 -0.293 -0.770
O 2.012 0.977 1.761
N 1.904 0.253 -0.365
N 0.461 2.935 0.367
N 0.232 5.071 0.692
N 3.943 0.399 0.563
N -0.585 -0.823 10.559
C 0.582 -0.242 7.313
C 6.376 -1.397 -0.876
C -0.564 -0.157 2.570
C 6.015 3.009 -3.271
C 5.296 0.735 -2.945
C 4.295 -2.561 -0.578
C 4.990 -1.372 -0.780
C 0.578 -0.120 5.937
C 4.899 1.040 -1.646
C 0.304 3.875 1.283
C -0.581 -0.232 3.787
C -1.759 -0.852 7.261
C -1.763 -0.727 5.885
C -0.587 -0.729 9.414
C 6.363 -3.782 -0.559
C 5.849 1.716 -3.752
C 4.235 -0.055 -0.809
C 0.482 3.567 -0.864
C -1.954 0.547 -0.692
C -0.589 -0.606 7.976
C -0.595 -0.358 5.215
C 2.645 0.576 0.732
C 5.063 2.335 -1.167
C 5.624 3.315 -1.978
C 0.339 4.899 -0.671
C 7.060 -2.600 -0.762
C 4.978 -3.761 -0.467
C 2.781 -0.214 -1.359
H -2.664 -0.918 5.318
H 8.140 -2.611 -0.841
H 1.481 0.153 5.406
H 0.316 5.722 -1.364
H 3.212 -2.559 -0.519
H 4.429 -4.682 -0.319
H 6.154 1.468 -4.760
H 0.262 3.720 2.349
H 4.768 2.590 -0.157
H 5.166 -0.271 -3.325
H 4.635 0.518 1.284
H -2.656 -1.140 7.792
H 1.484 -0.065 7.882
H 0.117 5.950 1.170
H -2.824 0.446 -1.341
H 6.926 -0.479 -1.050
H 6.456 3.771 -3.900
H 0.623 3.026 -1.784
H 5.760 4.318 -1.590
H 6.898 -4.720 -0.481
*
```

Properties
Molecular weight (g/mol): 668.99
Energy above the lowest of the compared OMol25 structures with the same formula, charge and spin (kcal per mole): 0.0
Frontier orbital gap (eV): 8.4
Total energy (Ha): -1701.70108
LUMO (eV): -3.083

***

Formula: C28H20N4O5Os
Source: the Open Molecules 2025 dataset
Level of theory: ωB97M-V/def2-TZVPD

ORCA input file:
```
! wB97M-V def2-TZVPD RIJCOSX def2/J DEFGRID3
* xyz 0 5
Os -0.287 -0.862 0.861
O -1.615 -2.138 1.562
O 1.723 2.735 -1.262
O 0.229 -2.042 -0.629
O -0.318 0.151 2.545
O 0.157 1.054 -0.122
N 1.819 -0.724 0.933
N -2.163 1.484 -0.266
N -2.276 0.157 0.053
N 2.452 -1.556 -0.024
C -1.414 4.298 -0.099
C 0.990 3.351 3.685
C 1.559 -2.093 -0.781
C 1.981 1.055 2.460
C -2.926 -4.021 1.005
C -5.037 -3.729 -0.126
C -4.863 -2.349 -0.111
C 2.336 3.249 3.448
C -0.861 1.810 -0.269
C 2.556 0.034 1.644
C -0.518 3.256 -0.465
C -3.419 -0.415 -0.020
C 0.566 1.148 2.766
C 1.122 4.984 -0.932
C -3.658 -1.799 0.270
C 2.774 -4.483 -4.112
C 3.617 -3.493 -3.611
C -1.072 5.624 -0.097
C 1.158 -3.914 -2.394
C 0.099 2.348 3.338
C 3.246 -2.730 -2.531
C -4.078 -4.543 0.435
C 0.770 3.642 -0.884
C 2.011 -2.926 -1.926
C -2.680 -2.638 0.922
C 2.812 2.088 2.830
C 0.228 5.936 -0.509
C 1.548 -4.711 -3.461
H 0.585 4.296 4.061
H -1.793 6.332 0.269
H -2.186 -4.641 1.488
H 0.201 -4.110 -1.900
H -4.279 0.167 -0.339
H -5.598 -1.693 -0.553
H 3.051 -5.020 -5.017
H 3.012 4.027 3.710
H 2.456 3.212 -1.655
H -5.984 -4.068 -0.541
H 0.571 6.970 -0.532
H 2.122 5.282 -1.221
H 3.627 0.045 1.427
H 3.868 2.022 2.582
H -2.427 3.953 0.178
H 3.885 -1.959 -2.181
H -0.962 2.403 3.556
H 4.580 -3.341 -4.058
H 0.880 -5.483 -3.817
H -4.178 -5.632 0.420
*
```

Properties
Molecular weight (g/mol): 682.72
Energy above the lowest of the compared OMol25 structures with the same formula, charge and spin (kcal per mole): 0.0
Frontier orbital gap (spin up / spin down) (eV): 7.1 / 6.4
Total energy (Ha): -1764.81408
LUMO (spin up / spin down) (eV): -0.335 / -1.333

***

Formula: C28H21AuClF12NO2
Source: the Open Molecules 2025 dataset
Level of theory: ωB97M-V/def2-TZVPD

ORCA input file:
```
! wB97M-V def2-TZVPD RIJCOSX def2/J DEFGRID3
* xyz -2 3
Au 0.920 -1.505 -0.549
Cl 0.791 -4.693 0.356
F -2.714 -2.918 0.845
F -3.271 -3.124 -2.152
F 5.610 0.157 -0.500
F 4.227 -1.173 -1.489
F -4.410 -1.804 0.150
F -4.250 -1.237 -2.438
F -2.917 -0.848 1.379
F 2.641 2.391 1.255
F 4.161 1.088 2.070
F 4.636 2.425 0.457
F -2.309 -1.555 -3.292
F 4.609 -1.371 0.619
O 2.296 -0.239 0.685
O -1.139 -2.123 -0.969
N 0.336 0.452 -1.132
C 1.086 1.735 -3.023
C -0.922 0.964 -1.082
C -3.060 -1.723 0.364
C -1.946 -3.347 5.282
C -3.465 2.264 -0.920
C 4.405 -0.473 -0.353
C -2.215 -1.332 -0.924
C 3.666 1.589 0.923
C 3.670 1.722 -2.152
C -1.177 -0.745 4.660
C -1.292 -3.106 4.099
C 4.498 2.865 -4.231
C 3.387 2.322 -3.370
C -1.835 -1.004 5.838
C -2.118 0.209 -0.963
C -2.207 -2.305 6.174
C 2.062 2.319 -3.794
C 2.704 1.116 -1.353
C 3.174 0.464 -0.038
C -3.032 -1.799 -2.185
C -2.294 3.007 -1.017
C 1.352 1.100 -1.786
C -0.853 -1.796 3.756
C -3.335 0.886 -0.868
C -1.077 2.375 -1.070
C -0.119 -1.577 2.604
C -4.827 2.902 -0.844
C 1.798 -3.423 -0.405
H 4.700 1.736 -1.824
H -4.245 0.318 -0.747
H 4.971 2.048 -4.785
H 0.063 1.728 -3.376
H -2.267 -4.352 5.531
H 0.100 -2.393 1.934
H -2.331 4.091 -1.040
H 5.269 3.341 -3.622
H -2.072 -0.194 6.520
H 2.043 -3.818 -1.391
H 1.792 2.773 -4.742
H 4.126 3.593 -4.953
H 2.710 -3.394 0.189
H -5.165 2.993 0.193
H -2.690 -2.508 7.121
H -1.089 -3.906 3.400
H -0.891 0.263 4.391
H 0.280 -0.611 2.339
H -0.172 2.968 -1.095
H -5.559 2.293 -1.375
H -4.821 3.899 -1.287
*
```

Properties
Molecular weight (g/mol): 863.88
Frontier orbital gap (spin up / spin down) (eV): 5.6 / 5.7
Total energy (Ha): -3079.12250
LUMO (spin up / spin down) (eV): 4.694 / 4.420

***

Formula: C28H21BeN8O6
Source: the Open Molecules 2025 dataset
Level of theory: ωB97M-V/def2-TZVPD

ORCA input file:
```
! wB97M-V def2-TZVPD RIJCOSX def2/J DEFGRID3
* xyz -1 1
O 0.196 -0.324 -1.279
O 0.688 -0.722 -3.415
O -4.517 1.049 -0.449
O -5.279 2.592 -1.744
O -3.953 2.206 -6.393
O -2.013 1.404 -6.869
N -0.656 -2.860 0.811
N -1.112 -1.609 0.660
N -2.903 1.673 -6.089
N 1.352 -0.883 1.199
N -4.481 1.722 -1.455
N -1.330 2.043 1.465
N 2.246 1.817 0.730
N 2.647 1.241 -0.418
C 1.699 -2.184 0.923
C 1.725 3.048 0.533
C -2.265 0.804 -2.003
C -2.419 -1.645 0.854
C 2.478 -0.774 3.348
C -0.015 -0.267 -2.529
C 2.105 -0.189 2.131
C 3.032 -2.613 0.837
C -2.828 -2.955 1.134
C 3.995 2.105 5.316
C -2.678 1.371 -4.659
C 3.368 -3.904 0.486
C -1.298 0.457 -2.937
C 1.071 -4.449 0.252
C -3.425 1.415 -2.440
C -3.664 1.731 -3.760
C 2.362 2.125 -1.355
C 1.780 3.291 -0.816
C 3.371 1.297 4.212
C -1.511 0.734 -4.282
C 3.093 -0.061 4.358
C 2.757 -6.240 -0.280
C -0.732 1.171 0.999
C -1.670 -3.697 1.103
C 2.451 1.156 1.970
C 3.051 1.877 2.994
C 0.729 -3.164 0.646
C 2.394 -4.851 0.171
Be 0.074 -0.275 0.303
H 3.315 2.912 2.806
H 3.824 -6.422 -0.152
H 3.338 -0.563 5.288
H -1.489 -4.738 1.300
H 1.299 3.612 1.343
H -0.764 0.445 -5.006
H -3.820 -3.305 1.351
H 2.219 -7.002 0.287
H 2.521 -6.391 -1.336
H 3.240 2.624 5.910
H -2.989 -0.731 0.809
H 0.283 -5.147 -0.009
H 1.420 4.161 -1.335
H 2.226 -1.817 3.504
H 4.674 2.860 4.919
H 2.579 1.886 -2.384
H -2.112 0.615 -0.952
H 3.808 -1.885 1.035
H 4.564 1.467 5.995
H -4.570 2.223 -4.074
H 4.415 -4.177 0.419
*
```

Properties
Molecular weight (g/mol): 574.54
Frontier orbital gap (eV): 6.0
Total energy (Ha): -1983.91181
LUMO (eV): 1.535

***

Formula: C28H21Cl2N5O5Ru
Source: the Open Molecules 2025 dataset
Level of theory: ωB97M-V/def2-TZVPD

ORCA input file:
```
! wB97M-V def2-TZVPD RIJCOSX def2/J DEFGRID3
* xyz 2 1
Ru -0.028 -0.699 -0.171
Cl -0.401 -3.317 0.935
Cl 0.610 -4.038 -1.728
O 0.112 -0.572 1.776
O -2.241 5.876 0.691
O 0.022 -0.513 -4.936
O 0.192 -0.693 -2.130
O -4.117 5.555 -0.327
N 1.934 -1.025 0.085
N -3.069 5.182 0.138
N -2.090 -0.320 -0.192
N 2.347 -1.047 1.402
N -0.031 1.269 -0.141
C -0.241 4.032 0.023
C 1.056 2.022 -0.127
C 2.844 -0.817 4.177
C 1.549 -0.823 3.654
C 0.982 3.413 -0.048
C -4.424 -0.789 -0.076
C 0.244 -4.623 -0.106
C -1.254 1.866 -0.072
C -1.416 3.248 0.015
C -3.852 2.911 0.024
C -2.380 0.994 -0.095
C 0.446 -0.856 4.510
C 1.928 -0.834 6.396
C -3.675 1.488 -0.027
C 2.239 -1.093 -5.097
C 1.242 -0.881 -2.831
C 2.549 -1.178 -2.265
C 3.442 -1.369 -4.526
C -1.246 -0.128 -4.362
C 1.117 -0.811 -4.289
C 3.028 -0.816 5.547
C -2.781 3.730 0.054
C 3.600 -1.402 -3.109
C -3.087 -1.193 -0.185
C 0.639 -0.868 5.880
C 1.336 -0.813 2.206
C -4.724 0.551 -0.007
C 2.809 -1.235 -0.828
H 2.106 -1.084 -6.170
H -5.203 -1.538 -0.048
H -0.551 -0.884 4.093
H -2.824 -2.239 -0.268
H 2.009 1.510 -0.169
H -5.748 0.892 0.071
H 3.821 -1.458 -0.501
H -0.516 -5.391 -0.183
H -0.211 -0.913 6.547
H -0.306 5.106 0.097
H -1.678 -0.962 -3.815
H 4.028 -0.812 5.957
H -1.860 0.126 -5.218
H 1.152 -4.992 0.357
H 4.575 -1.619 -2.694
H 1.895 3.991 -0.043
H -1.122 0.734 -3.711
H 2.077 -0.824 7.468
H 4.302 -1.555 -5.154
H -4.848 3.332 0.039
H 3.690 -0.803 3.505
*
```

Properties
Molecular weight (g/mol): 679.48
Energy above the lowest of the compared OMol25 structures with the same formula, charge and spin (kcal per mole): 9.2
Frontier orbital gap (spin up / spin down) (eV): 4.4 / 4.4
Total energy (Ha): -2744.21828
LUMO (spin up / spin down) (eV): -9.172 / -9.172

***

Q: Which formula does entry 4 have?
A: C28H20N4O5Os

***

Repeat the fourth record exactly.
Formula: C28H20N4O5Os
Source: the Open Molecules 2025 dataset
Level of theory: ωB97M-V/def2-TZVPD

ORCA input file:
```
! wB97M-V def2-TZVPD RIJCOSX def2/J DEFGRID3
* xyz 0 5
Os -0.287 -0.862 0.861
O -1.615 -2.138 1.562
O 1.723 2.735 -1.262
O 0.229 -2.042 -0.629
O -0.318 0.151 2.545
O 0.157 1.054 -0.122
N 1.819 -0.724 0.933
N -2.163 1.484 -0.266
N -2.276 0.157 0.053
N 2.452 -1.556 -0.024
C -1.414 4.298 -0.099
C 0.990 3.351 3.685
C 1.559 -2.093 -0.781
C 1.981 1.055 2.460
C -2.926 -4.021 1.005
C -5.037 -3.729 -0.126
C -4.863 -2.349 -0.111
C 2.336 3.249 3.448
C -0.861 1.810 -0.269
C 2.556 0.034 1.644
C -0.518 3.256 -0.465
C -3.419 -0.415 -0.020
C 0.566 1.148 2.766
C 1.122 4.984 -0.932
C -3.658 -1.799 0.270
C 2.774 -4.483 -4.112
C 3.617 -3.493 -3.611
C -1.072 5.624 -0.097
C 1.158 -3.914 -2.394
C 0.099 2.348 3.338
C 3.246 -2.730 -2.531
C -4.078 -4.543 0.435
C 0.770 3.642 -0.884
C 2.011 -2.926 -1.926
C -2.680 -2.638 0.922
C 2.812 2.088 2.830
C 0.228 5.936 -0.509
C 1.548 -4.711 -3.461
H 0.585 4.296 4.061
H -1.793 6.332 0.269
H -2.186 -4.641 1.488
H 0.201 -4.110 -1.900
H -4.279 0.167 -0.339
H -5.598 -1.693 -0.553
H 3.051 -5.020 -5.017
H 3.012 4.027 3.710
H 2.456 3.212 -1.655
H -5.984 -4.068 -0.541
H 0.571 6.970 -0.532
H 2.122 5.282 -1.221
H 3.627 0.045 1.427
H 3.868 2.022 2.582
H -2.427 3.953 0.178
H 3.885 -1.959 -2.181
H -0.962 2.403 3.556
H 4.580 -3.341 -4.058
H 0.880 -5.483 -3.817
H -4.178 -5.632 0.420
*
```

Properties
Molecular weight (g/mol): 682.72
Energy above the lowest of the compared OMol25 structures with the same formula, charge and spin (kcal per mole): 0.0
Frontier orbital gap (spin up / spin down) (eV): 7.1 / 6.4
Total energy (Ha): -1764.81408
LUMO (spin up / spin down) (eV): -0.335 / -1.333